{"formula": "C36H49N6O3S2", "method": "ωB97M-V/def2-TZVPD", "species": ["C", "C", "C", "C", "S", "C", "C", "C", "C", "C", "C", "O", "C", "C", "O", "C", "C", "S", "C", "N", "N", "C", "O", "H", "H", "H", "H", "H", "H", "H", "H", "H", "H", "H", "H", "H", "H", "H", "H", "H", "H", "H", "H", "H", "H", "H", "H", "H", "H", "H", "H", "H", "N", "C", "C", "C", "C", "C", "H", "H", "H", "H", "H", "N", "C", "C", "C", "C", "C", "H", "H", "H", "H", "H", "N", "C", "C", "C", "C", "C", "H", "H", "H", "H", "H", "N", "C", "C", "C", "C", "C", "H", "H", "H", "H", "H"], "coordinates": [[2.584, 0.146, 4.589], [1.323, -0.888, 4.737], [0.465, -1.146, 3.361], [0.197, 0.182, 2.446], [0.760, 0.073, 0.666], [2.038, -1.261, 0.370], [3.342, -1.209, 1.373], [4.505, -2.222, 0.778], [5.036, -3.304, 1.923], [3.876, -4.408, 2.300], [4.239, -5.943, 1.778], [3.413, -6.882, 2.600], [1.997, -6.824, 2.176], [0.810, -6.055, 3.047], [1.642, -7.421, 1.035], [-0.824, -0.422, -0.283], [-1.111, -2.021, 0.032], [-2.920, -2.503, -0.025], [-3.542, -3.145, 1.622], [-3.747, -4.631, 1.983], [-4.257, -4.595, 3.284], [-4.392, -3.167, 3.766], [-3.928, -2.212, 2.714], [3.572, -0.246, 5.115], [2.283, 1.126, 5.201], [2.782, 0.525, 3.486], [1.790, -1.945, 5.034], [0.606, -0.613, 5.647], [-0.606, -1.535, 3.717], [0.962, -2.051, 2.811], [0.638, 1.189, 2.891], [-0.983, 0.359, 2.410], [2.462, -1.106, -0.735], [1.633, -2.362, 0.401], [3.768, -0.132, 1.548], [3.077, -1.636, 2.455], [4.010, -2.864, -0.089], [5.421, -1.607, 0.333], [6.000, -3.818, 1.444], [5.317, -2.715, 2.910], [3.845, -4.487, 3.490], [2.791, -4.106, 1.964], [5.369, -6.245, 2.000], [4.003, -6.117, 0.643], [0.783, -6.405, 4.185], [0.892, -4.870, 2.978], [-0.245, -6.355, 2.603], [-1.672, 0.276, 0.172], [-0.687, -0.209, -1.426], [-0.574, -2.614, -0.854], [-0.546, -2.305, 1.016], [-4.812, -2.739, 4.791], [-0.174, -1.305, -3.525], [-1.326, -2.000, -3.650], [-1.910, -2.311, -4.867], [-1.280, -1.879, -6.029], [-0.094, -1.159, -5.933], [0.416, -0.900, -4.671], [-1.781, -2.312, -2.714], [-2.835, -2.875, -4.908], [-1.709, -2.102, -7.001], [0.422, -0.808, -6.820], [1.341, -0.345, -4.544], [-6.536, -0.405, -3.796], [-7.180, 0.714, -3.399], [-7.187, 1.178, -2.093], [-6.494, 0.449, -1.132], [-5.822, -0.709, -1.510], [-5.871, -1.091, -2.841], [-7.709, 1.247, -4.185], [-7.719, 2.086, -1.832], [-6.478, 0.781, -0.098], [-5.274, -1.300, -0.785], [-5.360, -1.985, -3.186], [1.875, 3.489, -1.400], [0.926, 2.689, -1.934], [-0.033, 3.125, -2.834], [-0.023, 4.465, -3.208], [0.941, 5.314, -2.674], [1.861, 4.784, -1.783], [0.958, 1.653, -1.609], [-0.770, 2.438, -3.233], [-0.760, 4.844, -3.910], [0.975, 6.363, -2.944], [2.635, 5.405, -1.342], [0.756, 9.319, -2.084], [0.112, 10.439, -1.687], [0.106, 10.902, -0.381], [0.798, 10.173, 0.580], [1.470, 9.015, 0.202], [1.422, 8.633, -1.129], [-0.417, 10.971, -2.473], [-0.427, 11.810, -0.120], [0.815, 10.505, 1.614], [2.018, 8.424, 0.927], [1.933, 7.739, -1.474]], "total_charge": 1, "e_homo_ev": -11.29, "lumo_energy_ev": -3.16, "homo_lumo_gap_ev": 8.14}